Arrangement 1

# C3H6O2

C3H6O2 as an isolated structure (wB97M-V/def2-TZVPD, the OMol25 dataset).

For the orbital gap (spin up / spin down), the calculation gives 8.4 / 8.4 eV. The calculation puts the highest occupied orbital energy (spin up / spin down) at -8.8 / -8.8 eV. Its charge is 0. Its lowest unoccupied orbital energy (spin up / spin down) is -0.421 / -0.421 eV.

Each line ends with the Löwdin charge.
Element x y z (Å)
1 C -0.250 -1.314 -0.617  -0.065
2 O 0.738 -0.814 0.074  -0.133
3 C 0.793 0.475 0.414  -0.164
4 C -0.358 1.165 0.980  -0.295
5 O -0.304 2.286 1.444  0.026
6 H -1.263 -0.947 -0.475  0.076
7 H -0.037 0.061 -1.735  0.095
8 H -0.086 -2.344 -0.913  0.091
9 H 0.274 0.735 -1.364  0.117
10 H 1.786 0.776 0.730  0.130
11 H -1.312 0.592 0.988  0.122

---

Arrangement 2

# C3H6O2

An isolated molecule of C3H6O2 (wB97M-V/def2-TZVPD, the OMol25 dataset).

For the orbital gap, the calculation gives 9.5 eV. The calculation puts the highest occupied orbital energy at -8.5 eV. Its charge is 0. Its lowest unoccupied orbital energy is 1.003 eV.

Each line ends with the Löwdin charge.
Element x y z (Å)
1 O -1.461 0.439 -0.919  -0.072
2 C -1.096 -0.294 0.237  -0.309
3 C 0.385 -0.590 0.106  -0.221
4 C 1.124 0.706 0.291  -0.073
5 O 2.268 0.644 -0.359  0.016
6 H -2.313 0.859 -0.755  0.088
7 H -1.687 -1.218 0.328  0.113
8 H -1.238 0.306 1.147  0.112
9 H 0.610 -1.124 -0.829  0.120
10 H 0.715 -1.225 0.944  0.127
11 H 2.694 1.496 -0.191  0.099

---

Which structure wins on stability? arrangement 2 wins.

---

Arrangement 1

# C3H6O2

An isolated molecule of C3H6O2 (wB97M-V/def2-TZVPD, the OMol25 dataset).

For the orbital gap, the calculation gives 8.8 eV. The calculation puts the highest occupied orbital energy at -7.9 eV. Its charge is 0. Its lowest unoccupied orbital energy is 0.879 eV.

Each line ends with the Löwdin charge.
Element x y z (Å)
1 O -1.127 1.113 -1.322  -0.057
2 C -0.791 0.517 0.315  0.002
3 C 0.416 -0.147 -0.080  -0.353
4 C 1.450 -0.790 0.714  -0.153
5 O 0.504 -1.576 -0.004  -0.083
6 H -1.668 0.424 -1.754  0.098
7 H -0.726 1.487 0.803  0.107
8 H -1.716 -0.029 0.509  0.111
9 H -0.101 0.708 -1.369  0.121
10 H 1.367 -0.869 1.800  0.107
11 H 2.473 -0.820 0.336  0.101

---

Arrangement 2

# C3H6O2

C3H6O2 as an isolated structure (wB97M-V/def2-TZVPD, the OMol25 dataset).

For the orbital gap, the calculation gives 10.7 eV. The calculation puts the highest occupied orbital energy at -9.7 eV. Its charge is 0. Its lowest unoccupied orbital energy is 0.925 eV.

Each line ends with the Löwdin charge.
Element x y z (Å)
1 O 1.517 -0.895 0.520  -0.014
2 C 0.230 -0.341 0.558  -0.339
3 C -0.007 1.107 0.122  -0.104
4 O -1.178 0.719 -0.676  -0.136
5 C -0.796 -0.655 -0.538  -0.149
6 H 2.075 -0.339 -0.036  0.093
7 H -0.170 -0.581 1.550  0.150
8 H -0.173 1.835 0.931  0.124
9 H 0.506 1.447 -0.784  0.130
10 H -1.704 -1.169 -0.245  0.115
11 H -0.299 -1.128 -1.403  0.128

---

Arrangement 3

# C3H6O2

An isolated molecule of C3H6O2 (wB97M-V/def2-TZVPD, the OMol25 dataset).

As for the SMILES: C1COCO1. For the orbital gap, the calculation gives 10.8 eV. The calculation puts the highest occupied orbital energy at -9.8 eV. Its charge is 0. Its lowest unoccupied orbital energy is 0.977 eV.

Each line ends with the Löwdin charge.
Element x y z (Å)
1 C -0.866 0.802 -0.195  -0.098
2 C -0.837 -0.752 0.131  -0.267
3 C 1.520 -0.098 -0.002  -0.061
4 H -0.903 0.844 -1.405  0.156
5 H -1.548 1.318 0.648  0.153
6 H -1.440 -1.200 -0.578  0.098
7 H -1.047 -0.698 1.262  0.143
8 H 2.289 -0.087 -0.780  0.125
9 H 1.777 -0.228 1.100  0.138
10 O 0.420 -1.054 -0.221  -0.165
11 O 0.634 1.153 0.038  -0.223

---

Which structure wins on stability? arrangement 2 wins.

---

Arrangement 1

# C3H6O2

A 2-piece molecular cluster, C3H6O2 overall (wB97M-V/def2-TZVPD, the OMol25 dataset).

As for the SMILES: CC#CO.O. For the orbital gap, the calculation gives 8.8 eV. The calculation puts the highest occupied orbital energy at -8.2 eV. Its charge is 0. Its lowest unoccupied orbital energy is 0.613 eV.

Each line ends with the Löwdin charge.
Element x y z (Å)
1 C -0.784 1.200 -0.023  -0.090
2 C 0.088 0.014 -0.011  -0.144
3 C 1.225 -0.530 -0.185  -0.186
4 O -1.092 -1.569 -0.222  -0.065
5 O 2.507 -0.296 0.155  -0.016
6 H -1.449 -2.095 0.511  0.081
7 H 2.685 0.656 0.240  0.105
8 H -0.178 -1.975 -0.385  0.076
9 H -0.166 2.100 0.051  0.085
10 H -1.356 1.280 -0.952  0.080
11 H -1.479 1.214 0.823  0.074

---

Arrangement 2

# C3H6O2

An isolated molecule of C3H6O2 (wB97M-V/def2-TZVPD, the OMol25 dataset).

As for the SMILES: OC[C@@H]1CO1. For the orbital gap, the calculation gives 10.7 eV. The calculation puts the highest occupied orbital energy at -9.8 eV. Its charge is 0. Its lowest unoccupied orbital energy is 0.903 eV.

Each line ends with the Löwdin charge.
Element x y z (Å)
1 C -1.133 0.429 0.116  -0.229
2 C 0.376 0.497 0.088  -0.296
3 C 1.400 -0.418 -0.382  -0.174
4 H -1.063 -1.574 0.291  0.181
5 H -0.991 0.966 1.159  0.143
6 H -1.761 1.295 -0.380  0.158
7 H 0.641 1.476 0.062  0.102
8 H 2.407 -0.357 -0.784  0.102
9 H 0.896 -1.017 -1.278  0.146
10 O -1.840 -0.823 0.098  -0.105
11 O 1.068 -0.474 1.012  -0.028

---

Which structure wins on stability? arrangement 2 wins.

---

Arrangement 1

# C3H6O2

An isolated molecule of C3H6O2 (wB97M-V/def2-TZVPD, the OMol25 dataset).

As for the SMILES: C=CCOO. For the orbital gap, the calculation gives 9.9 eV. The calculation puts the highest occupied orbital energy at -9.1 eV. Its charge is 0. Its lowest unoccupied orbital energy is 0.811 eV.

Each line ends with the Löwdin charge.
Element x y z (Å)
1 C -0.441 1.867 0.738  -0.067
2 C -0.574 0.690 0.194  -0.104
3 C 0.835 -0.349 -0.116  -0.165
4 O -0.336 -2.307 -0.512  -0.060
5 O 0.538 -1.342 -1.021  -0.199
6 H -1.262 2.555 0.769  0.034
7 H 0.595 2.133 1.257  0.106
8 H -1.333 0.061 -0.318  0.089
9 H 0.974 -0.776 0.836  0.083
10 H 1.639 0.281 -0.445  0.109
11 H -0.635 -2.812 -1.382  0.172

---

Arrangement 2

# C3H6O2

An isolated molecule of C3H6O2 (wB97M-V/def2-TZVPD, the OMol25 dataset).

As for the SMILES: CCC(=O)O. For the orbital gap, the calculation gives 11.3 eV. The calculation puts the highest occupied orbital energy at -10.5 eV. Its charge is 0. Its lowest unoccupied orbital energy is 0.828 eV.

Each line ends with the Löwdin charge.
Element x y z (Å)
1 O -1.745 0.237 -0.315  0.088
2 C -0.941 0.088 0.569  -0.531
3 O -1.350 0.043 1.854  0.090
4 C 0.556 0.026 0.278  -0.166
5 C 0.856 -0.203 -1.181  -0.097
6 H -2.327 0.177 1.785  0.139
7 H 0.965 -0.729 0.959  0.119
8 H 0.990 0.947 0.675  0.122
9 H 1.849 0.195 -1.424  0.075
10 H 0.244 0.477 -1.772  0.080
11 H 0.903 -1.258 -1.427  0.081

---

Which structure wins on stability? arrangement 2 wins.

---

Arrangement 1

# C3H6O2

An isolated molecule of C3H6O2 (wB97M-V/def2-TZVPD, the OMol25 dataset).

For the orbital gap, the calculation gives 9.1 eV. The calculation puts the highest occupied orbital energy at -8.7 eV. Its charge is 0. Its lowest unoccupied orbital energy is 0.384 eV.

Each line ends with the Löwdin charge.
Element x y z (Å)
1 O 1.153 -0.830 -0.996  -0.030
2 C 0.708 0.645 -0.410  -0.109
3 C -0.700 0.363 -0.194  -0.196
4 C -1.117 -0.147 1.095  -0.372
5 O -2.250 -0.198 1.535  -0.005
6 H 1.555 -1.334 -0.261  0.115
7 H 0.949 1.302 -1.243  0.110
8 H 1.390 0.782 0.433  0.109
9 H 0.019 -0.898 -0.869  0.161
10 H -1.434 0.909 -0.780  0.104
11 H -0.271 -0.594 1.690  0.114

---

Arrangement 2

# C3H6O2

An isolated molecule of C3H6O2 (wB97M-V/def2-TZVPD, the OMol25 dataset).

For the orbital gap, the calculation gives 8.6 eV. The calculation puts the highest occupied orbital energy at -8.2 eV. Its charge is 0. Its lowest unoccupied orbital energy is 0.325 eV.

Each line ends with the Löwdin charge.
Element x y z (Å)
1 C 1.031 0.897 0.714  0.008
2 C -0.358 -0.218 0.777  -0.196
3 O 0.806 -0.803 0.676  -0.067
4 C -1.197 -0.463 -0.472  -0.278
5 O -0.465 -0.873 -1.598  -0.069
6 H 1.180 1.210 1.739  0.087
7 H 0.419 1.589 0.120  0.102
8 H 1.962 0.752 0.156  0.099
9 H -1.768 0.438 -0.721  0.117
10 H -1.936 -1.222 -0.153  0.121
11 H 0.327 -1.306 -1.238  0.076

---

Which structure wins on stability? arrangement 1 wins.